This record from OMol25 describes a 3-piece molecular cluster, C35H27N2O4 overall. The level of theory is ωB97M-V/def2-TZVPD.

ORCA input file:
```
! RIJCOSX wB97M-V def2-TZVPD def2/J DEFGRID3
* xyz 1 1
N 6.43 -1.17 -2.64
H 5.34 -2.79 -2.39
H 7.58 1.58 -3.77
C -1.70 2.85 1.55
C 1.11 0.72 2.92
H -3.46 -0.33 1.06
H -9.79 -2.81 -0.52
C 3.08 2.57 0.27
C -9.60 -1.34 2.53
H 5.20 1.91 -2.96
H -3.35 1.21 4.01
C 3.99 0.16 -2.69
C -8.26 -0.98 2.52
C 4.07 -1.22 -2.54
H 9.65 0.56 -3.75
C 5.17 0.83 -2.83
H 3.21 -1.87 -2.43
C 4.35 2.06 0.49
C -1.28 0.94 3.53
H -1.10 0.20 4.30
H 8.67 -0.89 -3.80
H -1.85 3.59 0.78
O 0.48 3.48 -0.11
C -5.22 -1.22 0.22
H -5.42 -2.78 -2.77
C -5.77 -1.91 -0.86
H 10.25 0.26 -1.48
C -10.16 -2.00 1.44
C 3.51 0.69 2.28
N 5.26 -1.79 -2.52
C -7.22 -2.28 -0.88
C 7.70 0.86 -2.95
C -8.04 -1.94 0.32
O -7.70 -2.84 -1.84
C -2.74 2.47 2.38
O 1.30 -0.14 3.76
C -7.48 -1.27 1.41
H -11.20 -2.28 1.45
C 4.57 1.12 1.49
C 2.24 1.20 2.06
C 6.40 0.13 -2.81
H 3.66 -0.03 3.07
H 10.13 -1.42 -2.01
H 8.82 -0.69 -1.10
H 5.57 0.73 1.67
H -2.04 -0.93 -0.88
C -3.87 -0.87 0.21
C -0.44 2.28 1.71
C -0.23 1.33 2.71
H -10.21 -1.12 3.40
H -3.01 -2.16 -2.80
H -7.82 -0.46 3.36
C 8.93 -0.03 -3.18
C 0.66 2.71 0.81
H -3.72 2.92 2.26
O -5.56 -0.25 2.34
H 2.89 3.31 -0.50
C 9.57 -0.50 -1.87
H 7.84 1.45 -2.04
C -9.38 -2.30 0.33
C -3.08 -1.20 -0.87
C 2.02 2.14 1.06
C -3.63 -1.90 -1.95
C -2.53 1.52 3.37
H 3.03 0.65 -2.68
H 5.18 2.40 -0.12
C -6.05 -0.86 1.41
C -4.97 -2.24 -1.94
*
```

Output
**Kohn-Sham gap**: 6.14 eV
**LUMO energy**: -5.004 eV